Formula: C46H129N11O13
Source: the Open Molecules 2025 dataset
Level of theory: ωB97M-V/def2-TZVPD

## Properties
LUMO energy, eV: 0.50
HOMO, eV: -8.7
Energy above the lowest of the compared OMol25 structures with the same formula, charge and spin, kcal per mole: 65.12

Each line ends with the Mulliken charge.
Cartesian coordinates (Å):
C 2.269 -1.863 -1.998  1.43
C 3.129 -2.902 -2.823  0.25
C 4.020 -3.799 -1.939  -0.42
O 4.766 -4.626 -2.791  -0.29
C 4.860 -5.999 -2.643  -0.84
N 2.222 -3.615 -3.656  -0.08
H 1.683 -1.320 -2.702  -0.67
H 2.912 -1.164 -1.453  -0.69
H 1.659 -2.506 -1.301  0.06
H 3.852 -2.310 -3.411  -0.41
H 3.380 -4.264 -1.206  0.67
H 4.695 -3.175 -1.434  -0.52
H 5.618 -6.300 -1.893  0.27
H 5.180 -6.511 -3.524  0.26
H 3.859 -6.417 -2.404  0.35
H 2.687 -4.381 -4.121  0.30
H 1.386 -3.887 -3.156  0.20
C -2.059 1.565 6.836  -1.00
C -3.222 2.460 6.578  0.21
C -3.156 3.052 5.171  -0.69
O -3.362 2.100 4.206  -0.07
C -3.305 2.690 2.889  -0.47
N -4.455 1.626 6.815  -0.85
H -2.186 0.944 7.714  0.47
H -1.242 2.224 7.005  0.44
H -1.858 0.806 6.051  -0.15
H -3.140 3.283 7.307  0.37
H -2.144 3.526 4.996  0.37
H -3.902 3.833 4.922  0.38
H -2.461 3.399 3.067  0.37
H -4.234 3.249 2.804  0.41
H -3.085 1.992 2.097  -0.24
H -5.263 2.027 6.357  0.30
H -4.386 0.753 6.344  0.26
C -1.339 -3.501 -2.652  -1.66
C -1.694 -2.052 -2.381  2.30
C -2.606 -1.413 -3.326  -1.46
O -2.593 -0.037 -2.948  0.03
C -3.286 0.807 -3.813  -0.60
N -2.190 -1.966 -1.020  0.85
H -2.281 -4.074 -2.590  0.23
H -0.760 -3.952 -1.834  0.21
H -0.951 -3.692 -3.644  0.34
H -0.810 -1.442 -2.572  -0.79
H -3.651 -1.796 -3.144  0.23
H -2.245 -1.482 -4.291  0.76
H -2.846 1.829 -3.546  -0.11
H -4.373 0.746 -3.648  0.25
H -3.081 0.537 -4.888  0.34
H -2.253 -1.017 -0.764  -0.40
H -1.721 -2.468 -0.269  -0.58
C -0.888 -4.555 1.455  -1.20
C -0.226 -3.614 2.383  0.44
C 1.259 -3.689 2.475  -0.66
O 1.722 -2.719 3.371  0.02
C 3.105 -2.530 3.428  -0.68
N -0.564 -2.290 1.942  0.60
H -1.998 -4.438 1.659  0.28
H -0.611 -5.578 1.686  0.56
H -0.731 -4.302 0.417  -0.21
H -0.669 -3.825 3.326  0.28
H 1.748 -3.579 1.502  0.05
H 1.479 -4.673 2.866  0.41
H 3.348 -1.828 4.181  0.10
H 3.518 -2.089 2.456  0.15
H 3.582 -3.510 3.536  0.44
H -0.295 -1.629 2.685  -0.52
H -0.103 -2.122 1.072  -0.20
C -5.930 0.744 -0.159  -1.29
C -5.766 -0.309 -1.248  3.25
C -5.847 -1.717 -0.735  -1.11
O -5.740 -2.453 -1.937  -0.41
C -5.516 -3.844 -1.694  -0.72
N -6.841 0.004 -2.268  -0.67
H -5.595 1.690 -0.566  0.31
H -5.387 0.515 0.760  -0.13
H -6.930 0.914 0.219  0.55
H -4.779 -0.339 -1.751  -1.80
H -6.710 -1.980 -0.207  0.67
H -5.041 -1.912 -0.048  0.13
H -4.668 -4.063 -1.014  0.16
H -5.237 -4.316 -2.644  0.28
H -6.439 -4.258 -1.248  0.32
H -7.590 0.353 -1.706  0.31
H -7.101 -0.841 -2.821  0.24
C -0.147 -2.312 7.294  -0.81
C 1.349 -1.901 7.517  0.21
C 1.715 -0.698 6.530  0.44
O 3.121 -0.555 6.388  -0.49
C 3.538 0.602 5.533  -0.20
N 1.587 -1.569 8.914  -0.68
H -0.465 -3.216 7.880  0.41
H -0.319 -2.538 6.206  -0.01
H -0.856 -1.500 7.545  0.19
H 1.995 -2.717 7.188  0.16
H 1.350 0.299 6.885  0.21
H 1.272 -1.086 5.626  -0.35
H 3.109 1.494 5.999  0.34
H 3.084 0.542 4.600  -0.16
H 4.580 0.590 5.404  0.34
H 2.540 -1.688 9.063  0.26
H 1.115 -2.151 9.574  0.22
C 0.656 -1.021 -5.499  -1.40
C 2.122 -0.775 -5.630  2.74
C 2.695 -1.297 -6.982  -0.82
O 4.134 -1.246 -6.939  -0.38
C 4.678 -2.479 -6.523  -0.23
N 2.402 0.663 -5.428  -0.60
H 0.504 -2.063 -5.623  0.47
H 0.070 -0.490 -6.298  0.39
H 0.366 -0.796 -4.492  -0.15
H 2.552 -1.242 -4.772  -1.90
H 2.447 -0.643 -7.807  0.31
H 2.352 -2.287 -7.232  0.43
H 4.415 -2.562 -5.443  -0.11
H 5.764 -2.467 -6.550  0.31
H 4.268 -3.400 -6.976  0.31
H 1.961 1.199 -6.159  0.28
H 3.448 0.750 -5.571  0.27
C -5.875 4.999 -5.080  -1.43
C -5.367 3.877 -4.276  0.59
C -4.385 4.301 -3.134  -0.30
O -3.218 4.671 -3.850  -0.37
C -2.301 5.351 -3.060  -0.44
N -6.481 3.090 -3.867  -0.57
H -6.706 5.544 -4.594  0.39
H -6.191 4.583 -6.045  0.36
H -5.029 5.775 -5.212  0.26
H -4.713 3.315 -4.915  0.09
H -4.092 3.559 -2.371  -0.04
H -4.877 5.184 -2.644  0.47
H -2.126 4.724 -2.144  -0.06
H -2.629 6.302 -2.747  0.46
H -1.394 5.470 -3.689  0.26
H -7.278 3.624 -3.422  0.27
H -6.271 2.293 -3.261  0.16
C 4.418 4.030 -0.788  -1.68
C 3.068 3.957 -0.130  0.94
C 2.171 5.008 -0.681  -1.01
O 0.817 4.841 -0.297  -0.06
C 0.624 5.310 1.020  -0.70
N 2.513 2.550 -0.291  1.34
H 5.069 3.212 -0.516  0.41
H 4.915 4.970 -0.451  0.45
H 4.340 3.954 -1.891  0.25
H 3.304 4.058 0.944  0.26
H 2.117 4.840 -1.764  0.12
H 2.571 6.012 -0.398  0.43
H -0.345 5.008 1.432  0.08
H 0.734 6.364 1.207  0.45
H 1.371 4.808 1.706  0.14
H 2.414 2.330 -1.302  -0.36
H 1.582 2.590 0.119  -0.68
C -0.059 1.328 3.799  -1.53
C 0.902 0.885 2.711  3.11
C 0.107 0.871 1.390  -1.21
O -0.315 2.104 0.843  0.21
C -1.184 1.980 -0.251  -0.77
N 2.098 1.758 2.759  -0.20
H -0.622 2.253 3.493  -0.30
H 0.486 1.606 4.680  0.70
H -0.757 0.560 4.044  0.34
H 1.078 -0.178 2.925  -1.48
H -0.774 0.243 1.552  0.59
H 0.720 0.276 0.628  -0.12
H -0.736 1.556 -1.107  0.25
H -1.615 2.960 -0.518  -0.24
H -1.973 1.345 0.049  0.28
H 2.536 1.825 1.835  -0.31
H 1.883 2.673 3.155  0.32
C 5.835 0.535 -1.466  -1.55
C 5.476 -0.161 -0.192  2.27
C 6.394 -1.392 0.007  -1.28
O 5.826 -2.243 1.037  -0.04
C 6.558 -3.431 1.168  -0.67
N 5.686 0.894 0.889  -0.74
H 5.677 -0.144 -2.270  0.45
H 6.838 0.904 -1.497  0.39
H 5.148 1.390 -1.702  0.07
H 4.464 -0.513 -0.226  -0.76
H 7.429 -1.196 0.298  0.51
H 6.400 -1.905 -0.949  0.37
H 6.089 -3.930 2.054  0.19
H 7.673 -3.282 1.396  0.28
H 6.476 -4.051 0.229  0.20
H 5.867 0.498 1.782  0.35
H 4.777 1.390 0.918  -0.08
C 0.596 3.028 -3.664  -0.92
O 1.326 2.010 -3.057  0.13
H 1.280 3.740 -4.162  0.44
H -0.090 2.603 -4.419  0.36
H -0.051 3.572 -3.032  -0.05
H 1.844 1.522 -3.722  0.07
C -4.107 -1.342 2.720  -0.18
O -3.457 -0.866 3.915  -0.47
H -3.536 -1.004 1.841  -0.21
H -4.180 -2.458 2.821  0.29
H -5.159 -0.950 2.714  0.44
H -3.598 0.057 4.008  0.14


Formula: C4H6BrClN2
Source: the Open Molecules 2025 dataset
Level of theory: ωB97M-V/def2-TZVPD

## Properties
LUMO energy (alpha / beta), eV: -0.28 / -0.88
HOMO (alpha / beta), eV: -8.4 / -8.0
Energy above the lowest of the compared OMol25 structures with the same formula, charge and spin, kcal per mole: 69.02

Each line ends with the Mulliken charge.
Cartesian coordinates (Å):
C -0.985 -0.019 -0.271  0.94
C 1.707 -0.035 1.163  0.29
C -0.617 -0.386 -1.697  -1.35
C -0.572 1.355 0.078  -0.57
N -1.568 -0.921 0.451  -0.71
N 1.959 -1.013 0.522  -0.35
Cl 1.611 0.671 2.655  -0.08
Br -1.015 2.140 1.726  -0.11
H -1.001 -1.333 -1.837  0.41
H -0.850 0.364 -2.539  0.32
H 0.397 -0.398 -1.734  0.36
H 0.013 1.862 -0.755  0.36
H -1.715 -0.548 1.390  0.24
H 2.636 -1.738 0.849  0.25


Formula: C32H87CuN5NaO17S11
Source: the Open Molecules 2025 dataset
Level of theory: ωB97M-V/def2-TZVPD

## Properties
LUMO energy (alpha / beta), eV: -1.53 / -3.68
HOMO (alpha / beta), eV: -9.9 / -9.9
Total charge: +1
2S+1: 2

Each line ends with the Mulliken charge.
Cartesian coordinates (Å):
Cu 2.834 -1.240 1.285  2.09
Na 1.838 2.807 -2.623  0.66
N 0.271 0.020 -0.735  -0.95
O -0.833 -0.469 -0.846  0.08
O 0.541 1.000 -1.454  0.26
O 1.069 -0.446 0.038  0.19
N 4.360 1.534 -0.129  -0.20
O 4.110 0.580 0.627  -0.25
O 3.653 1.796 -1.074  -0.25
O 5.405 2.165 0.089  -0.64
C -6.473 2.399 1.568  -1.47
C -5.617 1.607 0.564  -0.12
N -6.151 0.265 0.246  0.12
C -5.444 -0.418 -0.909  0.87
C -6.169 -1.589 -1.477  -1.37
C -6.337 -0.584 1.486  -1.27
C -5.022 -0.846 2.255  -0.38
H -7.450 2.495 1.095  0.34
H -6.062 3.402 1.682  0.43
H -6.579 1.990 2.573  0.31
H -5.703 2.082 -0.414  0.32
H -4.560 1.519 0.814  0.13
H -4.465 -0.771 -0.584  -0.46
H -5.239 0.295 -1.707  0.32
H -6.334 -2.254 -0.630  0.22
H -5.592 -2.080 -2.261  0.13
H -7.151 -1.421 -1.920  0.31
H -7.074 -0.182 2.181  0.37
H -6.814 -1.496 1.125  0.44
H -4.543 0.057 2.634  0.27
H -5.229 -1.441 3.145  0.58
H -4.322 -1.391 1.620  -0.09
C 0.451 -0.693 -4.517  -0.17
C 1.252 0.500 -4.809  0.10
N 1.876 1.412 -4.994  -0.44
H 1.003 -1.501 -4.997  0.47
H -0.555 -0.550 -4.913  0.29
H 0.333 -0.879 -3.450  -0.18
C -2.742 1.491 -1.912  0.96
C -3.918 2.330 -2.342  -0.16
N -4.809 3.019 -2.634  -0.65
H -3.069 0.453 -1.975  -0.74
H -2.590 1.681 -0.849  0.02
H -1.833 1.538 -2.512  0.59
C -2.962 -4.928 -4.171  -0.83
S -1.780 -3.516 -4.323  0.58
O -1.576 -3.092 -5.755  -0.67
C -2.802 -2.231 -3.535  -0.56
H -3.226 -4.966 -3.114  0.07
H -2.562 -5.907 -4.434  0.38
H -3.822 -4.765 -4.821  0.37
H -2.438 -1.220 -3.721  0.06
H -2.735 -2.418 -2.463  0.06
H -3.835 -2.266 -3.880  0.49
C -2.568 4.191 1.365  0.36
S -2.649 5.765 0.402  0.41
O -1.668 6.641 1.174  -0.66
C -1.704 5.321 -1.109  -0.54
H -3.462 3.591 1.196  -0.22
H -2.489 4.522 2.401  0.49
H -1.610 3.716 1.156  -0.47
H -0.891 4.668 -0.789  -0.02
H -1.369 6.247 -1.578  0.29
H -2.308 4.769 -1.830  0.36
C 3.403 3.018 2.919  -0.53
S 2.160 1.690 3.373  0.14
O 2.526 0.238 3.117  -0.13
C 0.971 2.146 2.069  -0.19
H 3.727 2.967 1.879  -0.24
H 4.246 2.870 3.593  0.45
H 3.105 4.046 3.129  0.46
H 1.476 2.352 1.125  -0.11
H 0.361 3.008 2.339  0.70
H 0.332 1.297 1.828  -0.28
C 2.324 -5.437 -0.865  -1.23
S 1.283 -4.333 0.184  0.29
O 2.131 -3.325 0.940  -0.65
C 0.306 -3.457 -1.055  -0.04
H 2.601 -4.997 -1.823  0.30
H 1.948 -6.430 -1.112  0.43
H 3.255 -5.771 -0.406  0.42
H -0.474 -2.891 -0.545  -0.33
H -0.040 -4.040 -1.908  0.65
H 0.911 -2.635 -1.437  -0.20
C 0.887 4.587 -6.337  -0.98
S -0.149 4.807 -4.811  0.28
O 0.221 3.569 -4.038  -0.43
C 0.992 6.066 -3.966  -0.66
H 1.855 4.211 -6.006  0.24
H 1.055 5.584 -6.745  0.44
H 0.335 3.942 -7.020  0.34
H 1.445 6.750 -4.685  0.50
H 1.734 5.655 -3.282  0.02
H 0.318 6.586 -3.285  0.20
C 1.924 6.967 -0.069  -0.99
S 2.651 5.282 0.086  0.73
O 1.913 4.572 -1.061  -0.43
C 4.329 5.755 -0.416  -1.14
H 2.275 7.621 0.730  0.40
H 0.840 6.902 0.022  0.20
H 2.121 7.454 -1.024  0.31
H 4.804 4.893 -0.886  0.32
H 4.862 5.968 0.511  0.41
H 4.409 6.640 -1.046  0.39
C 6.039 -2.832 -0.766  -0.84
S 4.497 -2.458 -1.738  0.35
O 3.544 -1.856 -0.692  -0.37
C 5.234 -1.046 -2.684  -0.69
H 6.652 -1.971 -0.501  0.08
H 6.647 -3.530 -1.341  0.57
H 5.789 -3.386 0.139  0.15
H 6.322 -1.125 -2.684  0.40
H 4.976 -0.151 -2.117  -0.09
H 4.743 -0.912 -3.647  0.38
C -4.137 -4.183 0.374  -0.22
S -3.834 -6.016 0.392  0.32
O -2.321 -5.923 0.127  -0.51
C -3.933 -6.299 2.211  -0.71
H -4.407 -3.983 -0.663  0.20
H -3.254 -3.609 0.655  -0.27
H -4.975 -4.047 1.057  0.40
H -3.811 -7.325 2.557  0.37
H -4.758 -5.827 2.746  0.39
H -3.153 -5.632 2.578  0.01
C 5.911 -0.010 3.564  -0.21
S 6.231 -1.557 2.639  0.29
O 4.936 -1.771 1.805  -0.36
C 7.539 -0.749 1.545  -1.04
H 5.676 0.791 2.863  -0.07
H 6.729 0.180 4.259  0.63
H 5.033 -0.234 4.169  -0.21
H 8.219 -0.154 2.155  0.44
H 7.075 -0.055 0.844  0.21
H 8.151 -1.504 1.051  0.42
C -1.196 -0.960 4.186  -1.20
S -0.662 -1.524 2.511  1.28
O 0.873 -1.692 2.472  -0.81
C -1.486 -3.178 2.717  -1.40
H -1.104 -1.666 5.011  0.42
H -2.260 -0.724 4.166  0.30
H -0.712 -0.041 4.515  0.37
H -1.374 -3.832 1.852  0.04
H -2.536 -2.949 2.900  0.53
H -1.199 -3.746 3.602  0.52
C 1.882 -4.184 4.722  -0.74
S 3.266 -2.996 4.603  0.20
O 3.037 -2.252 3.266  -0.41
C 2.642 -1.714 5.767  -0.70
H 1.994 -4.726 5.661  0.55
H 1.961 -4.855 3.866  0.26
H 0.869 -3.795 4.623  -0.05
H 3.364 -0.986 6.137  0.31
H 2.256 -2.275 6.619  0.46
H 1.792 -1.168 5.356  -0.02


Formula: C19H56N10O7
Source: the Open Molecules 2025 dataset
Level of theory: ωB97M-V/def2-TZVPD

## Properties
LUMO energy, eV: 0.07
HOMO, eV: -8.5
Energy above the lowest of the compared OMol25 structures with the same formula, charge and spin, kcal per mole: 59.55

Each line ends with the Mulliken charge.
Cartesian coordinates (Å):
C -3.027 0.655 4.452  -0.56
O -2.483 -0.595 4.776  -0.41
C -1.341 -1.064 4.101  -0.66
C -1.348 -0.883 2.573  0.96
C -2.556 -1.531 1.845  -1.03
N -0.094 -1.249 1.962  -0.31
H -3.709 0.967 5.238  0.27
H -3.593 0.591 3.515  0.12
H -2.255 1.399 4.224  0.28
H -0.501 -0.511 4.540  0.35
H -1.137 -2.121 4.280  0.42
H -1.388 0.211 2.457  0.14
H -2.659 -2.603 2.008  0.29
H -2.343 -1.445 0.777  0.27
H -3.456 -0.972 2.095  0.14
H 0.141 -0.870 1.057  -0.22
H 0.752 -0.997 2.479  0.07
C 5.097 0.218 -2.377  -0.83
O 6.050 -0.519 -1.616  -0.46
C 5.602 -0.802 -0.316  -0.67
C 5.788 0.322 0.727  0.85
C 7.236 0.860 0.660  -1.43
N 5.455 -0.135 2.096  -0.60
H 5.408 0.486 -3.383  0.36
H 4.830 1.135 -1.845  0.30
H 4.210 -0.422 -2.422  0.32
H 4.560 -1.147 -0.349  0.31
H 6.149 -1.671 0.061  0.49
H 5.148 1.147 0.395  -0.13
H 7.375 1.470 -0.232  0.31
H 7.902 -0.004 0.608  0.33
H 7.566 1.427 1.531  0.42
H 4.721 -0.828 2.086  0.11
H 5.283 0.657 2.694  0.31
C -6.760 0.201 0.595  -0.85
O -6.246 0.625 -0.616  -0.29
C -6.445 -0.331 -1.660  -0.79
C -6.046 0.238 -3.023  0.73
C -4.869 1.180 -3.060  -1.33
N -7.213 0.971 -3.523  -0.72
H -6.285 -0.657 1.086  0.31
H -7.835 -0.016 0.528  0.35
H -6.724 0.992 1.349  0.29
H -5.943 -1.281 -1.449  0.41
H -7.510 -0.591 -1.634  0.31
H -5.807 -0.661 -3.605  0.18
H -4.641 1.365 -4.113  0.41
H -3.957 0.701 -2.694  0.21
H -5.054 2.128 -2.561  0.36
H -7.216 1.337 -4.467  0.23
H -7.988 0.318 -3.504  0.21
C -1.457 1.824 -0.710  -0.76
O -0.457 0.890 -0.333  -0.11
C 0.660 0.637 -1.138  -1.23
C 1.946 1.295 -0.631  2.53
C 2.202 0.906 0.800  -1.60
N 1.896 2.782 -0.652  -0.64
H -1.098 2.849 -0.602  0.27
H -2.336 1.759 -0.069  0.21
H -1.823 1.541 -1.699  0.37
H 0.868 -0.437 -1.161  0.23
H 0.430 0.934 -2.168  0.73
H 2.806 0.939 -1.201  -1.35
H 2.098 -0.185 0.786  0.02
H 1.709 1.465 1.591  0.34
H 3.247 0.908 1.128  0.44
H 1.026 3.109 -0.248  0.23
H 2.626 3.031 0.003  0.37
N 3.088 -3.004 3.603  -0.43
C 2.943 -1.717 3.953  0.73
N 3.345 -1.434 5.224  -0.47
O 2.468 -0.883 3.190  -0.69
H 3.624 -3.589 4.217  0.18
H 2.959 -3.195 2.625  0.23
H 3.195 -0.581 5.725  0.22
H 3.643 -2.241 5.742  0.12
N 1.641 2.717 -4.543  -0.38
C 0.432 3.341 -4.488  0.58
N -0.015 3.676 -3.243  -0.34
O -0.199 3.635 -5.496  -0.67
H 1.736 2.344 -5.476  0.21
H 2.133 2.341 -3.753  0.27
H -0.895 4.156 -3.240  0.17
H 0.540 3.340 -2.474  0.19
N -0.420 -3.275 -0.712  -0.25
C -1.234 -3.925 -1.604  0.56
N -0.620 -4.567 -2.632  -0.41
O -2.452 -3.807 -1.572  -0.63
H -0.831 -2.533 -0.174  0.01
H 0.569 -3.294 -0.882  0.23
H -1.222 -4.892 -3.365  0.23
H 0.382 -4.555 -2.665  0.16


| no. | total energy (eV) | molecular weight (g mol⁻¹) |
| --- | --- | --- |
| 1 | -92793.870 | 1044.6 |
| 2 | -89785.680 | 197.5 |
| 3 | -245073.791 | 1253.3 |
| 4 | -49843.990 | 536.7 |